(1)
Here is a molecular structure, C27H44N3O16V in a non-equilibrium geometry from the OMol25 dataset. Energies are from the ωB97M-V functional and the def2-TZVPD basis.

Cartesian coordinates (Å):
O1 -2.78027 -0.59568 3.23118
V1 -1.85466 -0.58172 1.91685
O2 -1.77075 -2.05080 1.43362
C1 -0.87726 -0.88935 -1.53480
C2 0.04342 -0.26722 -0.47493
O3 -0.65543 0.45400 0.53033
H1 -1.77518 -1.28671 -1.05462
H2 -0.42912 -1.70598 -2.09721
H3 -1.25607 -0.12613 -2.22853
H4 0.80128 0.36611 -0.95099
H5 0.53723 -1.15643 -0.04157
C3 0.92964 -4.40832 -0.92845
O4 1.84355 -4.45254 0.14716
C4 1.25835 -5.11608 1.27076
C5 1.03520 -6.58562 1.10084
O5 -0.15028 -6.83618 0.35761
C6 -0.27393 -8.16815 -0.04031
H6 -0.00432 -3.97882 -0.54714
H7 0.77962 -5.44067 -1.24488
H8 1.19900 -3.85531 -1.82860
H9 0.46797 -4.51244 1.72174
H10 2.11212 -5.03847 1.95596
H11 0.87634 -7.01619 2.10072
H12 1.89049 -7.06634 0.61477
H13 0.69466 -8.55202 -0.38098
H14 -0.91841 -8.20027 -0.92332
H15 -0.74652 -8.79457 0.72075
C7 -4.92869 -1.56352 0.57023
O6 -4.12054 -0.65500 0.79436
N1 -5.18163 -2.06666 -0.62809
C8 -6.07890 -3.16936 -0.83760
C9 -4.43616 -1.60254 -1.78350
H16 -5.53175 -1.97700 1.39102
H17 -6.58758 -3.47561 0.07033
H18 -5.59346 -4.03479 -1.30556
H19 -6.82218 -2.89917 -1.60101
H20 -4.14386 -0.57440 -1.62244
H21 -3.64709 -2.31297 -2.02756
H22 -5.13376 -1.65386 -2.62534
C10 3.13396 -2.25224 2.74747
O7 2.87283 -2.50336 3.92084
N2 3.52595 -1.04064 2.27472
C11 3.67180 -0.79974 0.84331
C12 3.64285 0.11514 3.09940
H23 3.09101 -2.96541 1.90385
H24 2.77701 -0.32125 0.41809
H25 3.83197 -1.71350 0.27216
H26 4.50760 -0.11643 0.68075
H27 4.60125 0.61921 2.98368
H28 2.86665 0.85887 2.87870
H29 3.44511 -0.19117 4.12612
C13 4.56737 0.53850 -4.51598
O8 5.75260 0.47339 -4.27856
N3 3.76016 1.56502 -4.15606
C14 2.31360 1.42698 -4.29358
C15 4.18142 2.62875 -3.29393
H30 4.03326 -0.27197 -5.03441
H31 1.88060 1.44987 -3.28657
H32 2.04542 0.51210 -4.80588
H33 1.93929 2.32581 -4.78662
H34 4.01015 2.40152 -2.24592
H35 5.26560 2.74943 -3.40960
H36 3.83890 3.60718 -3.62114
C16 -2.57283 4.84365 0.07302
C17 -2.45800 3.52021 0.29873
C18 -3.03992 2.85419 1.54053
O9 -2.98044 1.65857 1.78343
C19 -3.60514 3.75421 2.54002
C20 -3.71460 5.06363 2.29109
C21 -3.15116 5.73615 1.07005
O10 -3.10692 6.94811 1.00090
O11 -4.21933 5.91717 3.17455
O12 -1.96466 2.76453 -0.65100
H37 -2.10646 5.25098 -0.81481
H38 -3.92647 3.35013 3.48934
H39 -3.96131 6.81553 2.88621
H40 -1.56891 1.90159 -0.27588
C22 0.98034 5.82192 1.32992
C23 1.56995 5.72706 0.14582
C24 1.94569 4.41147 -0.46349
O13 2.59870 4.34219 -1.46208
C25 1.55166 3.24890 0.30753
C26 0.98115 3.31213 1.51027
C27 0.62077 4.63866 2.11716
O14 0.10815 4.73666 3.20092
O15 0.76335 2.22409 2.25468
O16 1.68595 6.78403 -0.67249
H41 0.70384 6.81061 1.66888
H42 1.83693 2.27594 -0.08605
H43 0.56373 1.51694 1.59315
H44 2.13855 6.52151 -1.49202

Atoms 1-2, force components in eV/Å:
2.00 0.08 -0.85
-2.95 1.22 -0.53

Multiplicity = 1
Gap between HOMO and LUMO = 7.70 eV
HOMO energy = -9.243 eV
Charge = 0



(2)
Here is a molecular structure, C27H45AuClOPS in a non-equilibrium geometry from the OMol25 dataset. Energies are from the ωB97M-V functional and the def2-TZVPD basis.

Cartesian coordinates (Å):
Au1 9.32566 10.22682 12.65417
C1 10.64222 5.87605 5.65278
C2 9.58984 5.89208 6.72328
C3 8.66421 6.92780 6.86328
C4 7.84005 7.00875 8.00805
C5 8.06857 6.12884 9.04045
C6 8.84568 5.01398 8.87358
C7 9.59157 4.89634 7.72130
S1 7.22394 6.46182 10.66666
C8 5.79308 5.40034 10.42323
O1 6.81349 7.87282 10.61868
H1 10.27028 6.33102 4.73331
H2 10.94616 4.85791 5.46122
H3 11.58002 6.40866 5.89260
H4 8.64076 7.72100 6.14544
H5 7.05143 7.75606 8.10174
H6 8.94381 4.29725 9.69035
H7 10.16614 3.99517 7.58218
H8 5.09451 6.00852 9.75498
H9 5.31550 5.22704 11.41237
H10 6.14329 4.46711 9.96587
C9 15.38946 11.15131 12.26915
C10 14.39412 12.31970 12.01364
C11 13.00277 11.82603 11.49758
C12 12.83951 10.30620 11.71720
C13 13.33425 9.91018 13.12610
C14 14.84844 10.14673 13.34389
P1 11.14702 9.60059 11.39205
C15 11.35198 7.73861 11.50491
C16 10.90916 7.26962 12.92920
C17 11.11293 5.76780 13.03531
C18 12.54891 5.31249 12.69276
C19 13.45561 6.34132 12.03414
C20 12.71133 7.19845 11.01061
C21 10.63725 10.01161 9.66521
C22 11.68604 9.69048 8.59876
C23 11.36794 10.45287 7.31926
C24 9.91873 10.91453 7.16371
C25 9.44516 11.83401 8.31338
C26 10.20162 11.52270 9.59592
H11 16.32748 11.55773 12.63665
H12 15.57472 10.58788 11.33827
H13 14.82414 12.95075 11.21081
H14 14.31062 12.90003 12.91751
H15 12.97119 12.07054 10.42208
H16 12.19090 12.35354 12.00494
H17 13.53219 9.82858 11.03891
H18 13.05439 8.87110 13.37692
H19 12.80058 10.56060 13.84001
H20 15.39374 9.21148 13.38768
H21 14.94767 10.62483 14.35634
H22 10.59057 7.36378 10.82139
H23 9.83781 7.54818 13.06881
H24 11.46602 7.80669 13.70739
H25 10.41505 5.22112 12.36110
H26 10.84791 5.45770 14.07448
H27 12.49840 4.42546 12.02578
H28 13.03484 4.89213 13.56836
H29 14.29671 5.79332 11.56783
H30 13.91569 6.95283 12.84055
H31 12.50720 6.50779 10.13404
H32 13.38587 7.97286 10.62760
H33 9.72818 9.43151 9.50454
H34 11.68296 8.59390 8.41137
H35 12.70304 9.94252 8.93995
H36 11.76482 9.90624 6.48257
H37 11.94625 11.41359 7.41512
H38 9.22604 10.03773 7.05944
H39 9.82852 11.52252 6.20588
H40 8.36170 11.74527 8.53772
H41 9.71063 12.90060 8.04778
H42 9.60722 11.71595 10.51343
H43 11.14701 12.11004 9.64636
Cl1 7.04107 9.89061 14.85825
C27 7.34296 10.45710 13.16190
H44 6.92415 11.46419 13.19382
H45 6.71195 9.78602 12.57596

Atoms 1-2, force components in eV/Å:
-0.23 -0.09 -0.54
0.04 0.26 -0.35

Multiplicity = 1
Gap between HOMO and LUMO = 7.94 eV
Energy relative to the best compared isomer or geometry (same formula, charge and spin) = 1.0728 eV
HOMO energy = -7.496 eV
Charge = 0



(3)
Here is C27H45BClNO6S in the gas phase in a non-equilibrium geometry from the OMol25 dataset. Energies are from the ωB97M-V functional and the def2-TZVPD basis.

Cartesian coordinates (Å):
C1 4.24642 4.51629 3.77456
C2 4.54919 3.54958 2.91610
C3 4.81401 2.52794 1.68306
C4 3.45208 2.18533 0.80172
C5 2.33746 2.00136 2.00271
B1 1.03224 1.10608 1.67535
O1 -0.07640 1.44031 0.79413
O2 0.86107 -0.19057 2.37174
C6 3.23428 3.50694 -0.06184
Cl1 1.45674 3.92465 -0.48900
C7 4.08215 3.80922 -1.37083
N1 5.50977 4.31712 -1.12697
C8 5.76892 5.25580 -2.03425
O3 6.08207 5.89164 -3.08454
O4 4.09583 2.86645 -2.45728
S1 5.05493 1.49443 -2.19517
O5 6.50015 1.84369 -2.58530
O6 5.17411 1.09054 -0.55994
C9 3.82439 0.81738 0.03335
C10 2.92323 0.30282 -1.16942
C11 1.71022 0.84148 -1.75174
C12 4.10166 -0.47010 0.99454
C13 3.15664 -1.74223 0.83223
C14 3.88353 -2.85705 -0.14081
C15 2.90728 -3.44791 -1.27838
C16 1.66691 -4.28928 -0.66251
C17 0.31686 -3.43050 -0.89208
C18 -1.00506 -4.35966 -1.13751
C19 -2.26416 -3.31659 -1.21017
C20 -3.66002 -3.93661 -0.67752
C21 -4.31079 -2.93671 0.44562
C22 -5.22850 -1.75972 -0.23566
C23 -6.38777 -1.23982 0.76828
C24 -6.06215 0.17935 1.48046
C25 -7.05597 1.35697 0.93001
C26 -6.62349 1.91110 -0.53706
C27 -7.52744 3.21244 -0.88632
H1 4.15928 5.57033 4.25218
H2 5.64236 3.01747 1.06037
H3 5.27942 1.60954 2.18488
H4 1.93636 3.05766 2.30401
H5 2.84653 1.46251 2.90673
H6 -0.43737 0.64067 0.34436
H7 0.77230 -0.03126 3.34121
H8 3.48140 4.41519 0.63671
H9 3.57079 4.76002 -1.83082
H10 3.28926 -0.67685 -1.69662
H11 1.74627 1.78514 -2.42089
H12 0.64210 0.41415 -1.55501
H13 5.20317 -0.83859 0.86643
H14 4.04394 -0.14493 2.11610
H15 2.05481 -1.56980 0.57928
H16 3.14450 -2.27453 1.87599
H17 4.37681 -3.70311 0.47322
H18 4.76875 -2.31153 -0.67678
H19 3.52979 -4.20407 -1.91761
H20 2.51230 -2.66436 -2.02260
H21 1.86292 -4.60932 0.42360
H22 1.56140 -5.24919 -1.31938
H23 0.35894 -2.71087 -1.80344
H24 0.14740 -2.80201 0.07458
H25 -1.17729 -5.12061 -0.29458
H26 -0.94026 -4.85454 -2.17433
H27 -1.96184 -2.41711 -0.52799
H28 -2.36622 -2.88734 -2.28584
H29 -4.38098 -4.07019 -1.57711
H30 -3.53148 -5.00223 -0.21894
H31 -3.47373 -2.39163 1.02821
H32 -4.94527 -3.56954 1.17994
H33 -5.71650 -2.16665 -1.21483
H34 -4.50809 -0.89060 -0.50970
H35 -7.37810 -1.12869 0.16314
H36 -6.51828 -2.03212 1.59996
H37 -4.96108 0.52046 1.30808
H38 -6.27443 0.06013 2.60680
H39 -6.99565 2.26074 1.65922
H40 -8.16538 0.99660 0.94187
H41 -6.85313 1.06430 -1.28763
H42 -5.51158 2.20964 -0.55497
H43 -8.06886 3.59744 0.05126
H44 -8.35631 2.90338 -1.64412
H45 -6.87006 4.05145 -1.35434

Atoms 1-2, force components in eV/Å:
2.04 -4.20 -5.28
-1.83 5.23 3.16

Multiplicity = 1
Gap between HOMO and LUMO = 7.10 eV
Energy relative to the best compared isomer or geometry (same formula, charge and spin) = 9.3183 eV
HOMO energy = -8.118 eV
Charge = 0



(4)
Here is 4 unconnected molecules or ions with the total composition C27H45BF6N3O21P3 in a non-equilibrium geometry from the OMol25 dataset. Energies are from the ωB97M-V functional and the def2-TZVPD basis.

Cartesian coordinates (Å):
C1 2.39901 -3.69855 1.73760
C2 3.66070 -3.77326 2.13365
C3 4.49515 -2.57427 2.52421
O1 5.65622 -2.72924 2.62055
O2 3.85859 -1.40002 2.76075
C4 4.57512 -0.26555 2.25686
C5 4.45919 -0.06705 0.71728
C6 3.08689 -0.47530 0.11738
C7 2.12806 0.75504 0.00498
C8 0.63374 0.32739 0.20000
C9 -0.21211 1.62504 0.19987
C10 -1.71001 1.41543 0.64023
C11 -2.38468 2.73251 0.20572
N1 -2.86487 3.65582 -0.19174
O3 -2.27008 0.38943 -0.19110
N2 -2.64292 0.88698 -1.47555
O4 -3.72432 0.57057 -1.73604
C12 -1.93328 1.21525 2.17598
C13 -0.64718 1.37517 2.95969
N3 0.29806 1.54267 3.52543
B1 -2.90698 2.41467 2.73513
O5 -2.31532 3.46402 3.41434
O6 -4.28353 2.39684 2.58679
C14 -2.56511 -0.11405 2.67465
O7 -3.23179 -0.06294 3.63137
C15 -2.35363 -1.55121 2.09743
F1 -1.25980 -1.70466 1.33448
F2 -2.16682 -2.34748 3.17507
C16 -3.65234 -2.12580 1.39944
F3 -4.44543 -2.53375 2.41668
F4 -4.34941 -1.20266 0.74613
C17 -3.34431 -3.41203 0.55988
F5 -2.46238 -4.18474 1.15883
F6 -4.50276 -4.12492 0.52685
C18 -2.93631 -3.16567 -0.91655
O8 -2.08246 -3.84450 -1.35095
O9 -3.53645 -2.26391 -1.68014
H1 1.81742 -2.81084 2.02125
H2 1.93803 -4.48234 1.12787
H3 4.13877 -4.75492 2.19999
H4 5.64685 -0.27615 2.52692
H5 4.15742 0.62314 2.76210
H6 4.58673 1.01991 0.53507
H7 5.31913 -0.56015 0.22697
H8 2.60894 -1.30404 0.66358
H9 3.27543 -0.85377 -0.90450
H10 2.35284 1.37847 0.89713
H11 2.27599 1.32758 -0.92472
H12 0.60768 -0.15315 1.19326
H13 0.31894 -0.34392 -0.61474
H14 -0.28911 1.94485 -0.86063
H15 0.25539 2.47880 0.72042
H16 -2.86195 3.57866 4.21272
H17 -4.73698 2.34934 3.44027
H18 -3.07396 -2.20168 -2.53170
C19 4.34141 -2.44075 -3.74491
O10 3.04064 -2.91438 -4.10249
P1 2.26032 -3.76887 -3.01279
O11 2.13469 -3.14288 -1.69791
O12 3.02839 -5.16933 -2.99243
C20 3.42209 -5.75930 -4.23102
O13 0.89454 -4.08952 -3.75146
C21 -0.04476 -4.89996 -3.03319
H19 4.92435 -2.33629 -4.65810
H20 4.25723 -1.46999 -3.25877
H21 4.85100 -3.14147 -3.08051
H22 4.45006 -5.47130 -4.45504
H23 2.77205 -5.45153 -5.05117
H24 3.37295 -6.84147 -4.12676
H25 0.33680 -5.91903 -2.93828
H26 -0.97596 -4.92290 -3.59307
H27 -0.23214 -4.48391 -2.05261
C22 3.08410 -1.07944 -10.05726
O14 1.76698 -0.85606 -9.55339
P2 1.64254 -0.07642 -8.17692
O15 2.33432 1.20769 -8.11307
O16 2.13618 -1.12458 -7.07792
C23 1.71425 -2.48553 -7.18026
O17 0.06876 -0.01943 -7.98366
C24 -0.41038 0.60376 -6.79248
H28 3.06422 -1.98381 -10.66296
H29 3.38747 -0.23721 -10.67728
H30 3.80263 -1.21555 -9.24648
H31 2.47444 -3.05502 -7.71797
H32 0.75893 -2.57733 -7.69871
H33 1.61406 -2.89234 -6.17683
H34 -0.15864 -0.00718 -5.92307
H35 -1.49252 0.68628 -6.86533
H36 0.01575 1.60109 -6.68009
C25 -5.34815 4.66498 7.80881
O18 -5.05730 6.05790 7.69688
P3 -3.62353 6.45730 7.14642
O19 -3.24150 5.85116 5.87262
O20 -2.62761 6.10451 8.34353
C26 -3.00905 6.43405 9.67982
O21 -3.70149 8.03912 7.15585
C27 -2.53097 8.74547 6.73975
H37 -6.07704 4.53584 8.60664
H38 -5.77150 4.30237 6.87285
H39 -4.45311 4.08963 8.05476
H40 -3.48632 5.56826 10.14056
H41 -3.69274 7.28313 9.70825
H42 -2.11076 6.68287 10.24145
H43 -1.73444 8.61550 7.47442
H44 -2.77990 9.80177 6.67165
H45 -2.19531 8.39510 5.76347

Atoms 1-2, force components in eV/Å:
-0.48 0.45 -0.01
-0.30 0.14 0.53

SMILES = C=CC(=O)OCCCCCC[C@@](C#N)(ON=O)[C@@](C#N)(B(O)O)C(=O)C(F)(F)C(F)(F)C(F)(F)C(=O)O.COP(=O)(OC)OC.COP(=O)(OC)OC.COP(=O)(OC)OC
Multiplicity = 1
Gap between HOMO and LUMO = 8.91 eV
HOMO energy = -9.766 eV
Charge = 0